<one>
Computed, not measured: a 2-piece molecular cluster, C7H12 overall, with the ωB97M-V functional and the def2-TZVPD basis.

Last column: Mulliken charge in e.
Atoms and positions in Å:
H -0.07 -1.13 -1.80  0.329
H 3.29 -1.05 0.13  0.229
H -0.51 0.66 -1.73  0.256
H 0.11 -0.90 1.72  0.254
H -3.52 0.42 -0.52  0.329
C 1.47 0.21 0.50  0.435
H 1.18 0.26 2.55  0.387
H 2.10 -1.08 -1.25  0.116
C 0.56 0.09 1.65  -1.058
C 2.26 0.93 -0.24  -0.337
C 2.44 -0.56 -0.35  -0.551
C -2.59 0.41 0.06  -1.150
H -2.86 0.19 1.11  0.304
H -1.78 -1.65 -0.15  0.347
H 2.62 1.90 -0.55  0.376
H -0.23 0.85 1.64  0.180
H -2.16 1.41 0.01  0.314
C -1.65 -0.62 -0.50  0.074
C -0.70 -0.35 -1.39  -0.833

Its net charge is 0. Its HOMO energy is -8.80 eV. Its SMILES is CC1=CC1.C=CC. The HOMO-LUMO gap comes out at 9.921 eV. Its spin multiplicity is 1.


<two>
Computed, not measured: an isolated molecule of C7H12, with the ωB97M-V functional and the def2-TZVPD basis.

Last column: Mulliken charge in e.
Atoms and positions in Å:
H 1.56 0.27 1.32  0.325
C 2.02 2.29 -0.51  -1.283
H 1.28 -1.89 0.16  0.356
H -4.17 -1.35 1.27  0.304
H -3.29 -0.68 -0.11  0.261
H -3.67 -2.40 -0.07  0.267
H 0.12 -1.18 -0.94  0.268
H 0.73 0.93 -1.55  0.305
H -0.02 0.82 0.78  0.327
H 1.22 2.97 -0.19  0.321
C 0.44 -1.20 0.12  -0.464
C -1.97 -1.75 0.94  0.282
C 1.49 0.89 -0.76  -0.375
H 2.29 0.24 -1.15  0.304
H 2.48 2.72 -1.41  0.350
C 0.86 0.24 0.47  -0.475
C -0.78 -1.65 0.79  -0.424
H 2.78 2.29 0.28  0.324
C -3.37 -1.55 0.55  -0.973

Its net charge is 0. Its HOMO energy is -9.22 eV. Its SMILES is CC#CCCCC. The HOMO-LUMO gap comes out at 10.268 eV. Its spin multiplicity is 1.


<three>
Computed, not measured: an isolated molecule of C7H12, with the ωB97M-V functional and the def2-TZVPD basis.

Last column: Mulliken charge in e.
Atoms and positions in Å:
H 1.63 2.75 0.44  0.360
C -1.91 -0.72 -0.44  -0.932
H 1.21 -1.12 0.97  0.280
H -2.39 -0.18 -1.25  0.270
C -1.14 -1.95 -0.86  -0.656
C 0.29 -0.53 0.91  -0.915
C 1.68 1.76 0.91  -1.513
C 0.53 0.91 0.43  0.519
H -0.09 1.05 -1.76  0.324
C 0.41 0.40 -1.03  -0.803
C -0.42 -0.73 -0.42  0.896
H 1.38 0.08 -1.42  0.277
H -1.20 -2.21 -1.91  0.241
H 1.62 1.92 1.99  0.351
H -0.40 1.45 0.63  0.170
H -0.32 -0.70 1.81  0.319
H -2.44 -0.68 0.51  0.242
H 2.65 1.31 0.67  0.330
H -1.08 -2.81 -0.19  0.238

Its net charge is 0. Its HOMO energy is -9.80 eV. Its SMILES is CC1CC2(CC2)C1. The HOMO-LUMO gap comes out at 10.947 eV. Its spin multiplicity is 1.


<four>
Computed, not measured: an isolated molecule of C7H12, with the ωB97M-V functional and the def2-TZVPD basis.

Last column: Mulliken charge in e.
Atoms and positions in Å:
H 1.81 0.50 0.49  0.328
C 0.61 -1.05 -0.53  0.934
H 2.62 -1.06 0.32  0.425
C -0.84 -0.50 1.38  -0.325
C 0.00 -1.47 0.71  -1.139
C -0.69 1.15 -0.58  -0.576
H -1.78 -1.03 1.20  0.347
H -0.16 1.53 1.50  0.282
H -1.88 1.39 1.24  0.328
C -0.39 -0.17 -1.28  -1.034
H -0.10 -0.04 -2.31  0.448
H 0.87 -1.93 -1.13  0.358
C -0.92 0.97 0.94  -0.593
H -1.56 1.62 -1.05  0.363
H 2.41 -0.01 -1.09  0.331
H -0.73 -0.61 2.44  0.425
C 1.94 -0.36 -0.17  -1.495
H -1.33 -0.78 -1.33  0.321
H 0.15 1.84 -0.75  0.270

Its net charge is 0. Its HOMO energy is -7.52 eV. The HOMO-LUMO gap comes out at 8.112 eV. Its spin multiplicity is 1.


Ordering by calculated energy gives the sequence <three>, <two>, <one>, <four>, with the first entry being the most stable.


<one>
Computed, not measured: C7H12 as an isolated structure, with the ωB97M-V functional and the def2-TZVPD basis.

Last column: Mulliken charge in e.
Atoms and positions in Å:
C -0.26 1.72 -0.85  -0.588
C 1.78 -0.22 1.66  -1.017
C 1.31 -0.15 -0.81  -0.521
H 0.69 0.80 -2.60  0.388
H -1.00 2.18 -1.50  0.274
H 0.24 2.46 -0.23  0.277
H -0.75 1.02 0.00  -0.164
C 0.66 0.82 -1.52  -0.086
H -2.30 -1.98 0.18  0.344
H 1.38 -0.41 2.64  0.272
C 1.05 -0.35 0.57  0.568
H 2.79 0.16 1.61  0.298
C -1.62 -1.22 -0.20  -0.983
C -0.81 -0.58 0.91  -0.948
H -0.57 -1.34 1.66  0.504
H 1.91 -0.90 -1.32  0.325
H -1.35 0.16 1.50  0.451
H -0.97 -1.69 -0.94  0.313
H -2.18 -0.47 -0.77  0.292

Its net charge is 0. Its HOMO energy is -8.65 eV. The HOMO-LUMO gap comes out at 9.726 eV. Its spin multiplicity is 1.


<two>
Computed, not measured: a 2-piece molecular cluster, C7H12 overall, with the ωB97M-V functional and the def2-TZVPD basis.

Last column: Mulliken charge in e.
Atoms and positions in Å:
C -0.73 -0.73 -1.37  -0.827
H -2.88 0.45 0.93  0.302
H -0.12 0.71 1.99  0.256
H -1.73 1.40 -0.07  0.295
H 1.51 0.03 2.24  0.415
C 0.60 -0.03 1.63  -1.216
C 2.03 1.14 -0.25  -0.541
C 1.27 0.29 0.37  0.634
H 3.22 -0.75 0.22  0.226
H -3.18 0.72 -0.80  0.318
H 2.27 2.16 -0.48  0.366
C -1.75 -0.72 -0.51  0.095
C 2.42 -0.30 -0.38  -0.553
H 0.14 -1.02 1.66  0.232
C -2.40 0.54 -0.05  -1.090
H -0.23 0.20 -1.62  0.310
H -2.27 -1.65 -0.28  0.351
H 2.28 -0.79 -1.34  0.170
H -0.45 -1.64 -1.89  0.255

Its net charge is 0. Its HOMO energy is -8.70 eV. Its SMILES is CC1=CC1.C=CC. The HOMO-LUMO gap comes out at 9.807 eV. Its spin multiplicity is 1.


Ordering by calculated energy gives the sequence <one>, <two>, with the first entry being the most stable.


<one>
Computed, not measured: a 2-piece molecular cluster, C7H12 overall, with the ωB97M-V functional and the def2-TZVPD basis.

Last column: Mulliken charge in e.
Atoms and positions in Å:
H 0.41 -0.86 1.73  0.294
C -0.18 0.96 -0.73  -0.660
H -0.74 -1.13 -0.46  -0.005
H -0.38 0.72 1.96  0.279
C 1.06 -2.21 -1.20  -0.413
H -2.82 -0.78 0.92  0.369
C -2.43 0.01 0.27  -1.625
H 0.02 0.83 -1.80  0.296
H 1.61 -1.47 -1.81  0.190
C 2.28 0.86 0.16  -0.936
H -2.63 0.97 0.75  0.349
H 2.75 1.32 -0.71  0.276
H -2.99 -0.03 -0.67  0.369
H 2.94 0.53 0.96  0.272
H 1.69 -2.25 -0.28  0.189
C 0.96 0.73 0.24  0.395
C 0.04 0.03 1.22  -0.658
H -0.66 1.94 -0.57  0.277
C -0.94 -0.16 0.03  0.742

Its net charge is 0. Its HOMO energy (spin up / spin down) is -9.28 / -9.40 eV. The HOMO-LUMO gap (spin up / spin down) comes out at 8.492 / 8.619 eV. Its spin multiplicity is 1.


<two>
Computed, not measured: an isolated molecule of C7H12, with the ωB97M-V functional and the def2-TZVPD basis.

Last column: Mulliken charge in e.
Atoms and positions in Å:
H 1.66 1.75 -1.03  0.399
H 0.48 -2.04 -1.75  0.190
C 0.18 -1.04 -1.20  -0.412
C 1.23 -0.18 -1.18  -0.165
C -0.23 0.22 0.95  -0.257
C 0.56 1.53 1.03  -0.529
H -2.25 -0.79 1.60  0.321
C -1.74 -0.27 0.79  -0.648
H -2.16 -1.28 -1.24  0.405
C -1.37 -1.23 -0.51  -0.759
C 1.55 1.07 -0.24  -0.806
H 0.42 -0.71 1.36  0.165
H -0.34 0.22 -0.05  0.297
H 2.20 -0.23 -1.83  0.208
H -2.63 0.43 0.55  0.242
H -0.04 2.40 0.93  0.372
H 1.27 1.48 1.93  0.217
H -1.39 -2.30 -0.10  0.332
H 2.61 0.97 -0.01  0.432

Its net charge is 0. Its HOMO energy is -8.98 eV. Its SMILES is C1=CCCCCC1. The HOMO-LUMO gap comes out at 10.114 eV. Its spin multiplicity is 1.


Ordering by calculated energy gives the sequence <one>, <two>, with the first entry being the most stable.


<one>
Computed, not measured: an isolated molecule of C7H8N4, with the ωB97M-V functional and the def2-TZVPD basis.

Last column: Mulliken charge in e.
Atoms and positions in Å:
H 3.34 1.01 0.96  0.139
H -1.12 0.32 -2.06  0.274
N -0.83 -1.24 0.52  -0.624
H -3.66 0.03 -1.88  0.256
C 0.50 0.58 -0.20  1.208
H 1.96 -1.19 2.32  0.535
H -3.35 -0.53 -0.23  0.456
C 2.12 1.89 -0.35  -0.227
C 0.05 -1.57 1.42  -0.465
H -2.85 -1.46 -1.12  0.504
C 1.47 0.21 0.65  0.303
H 2.67 2.73 -0.76  0.455
N 2.48 1.16 0.52  0.067
C -2.92 -0.49 -1.15  -1.113
C 1.39 -0.89 1.56  -0.970
N -1.61 0.23 -1.17  -0.298
H 0.04 -2.23 2.15  0.468
N 0.96 1.67 -0.93  -0.775
C -0.64 -0.24 -0.27  -0.194

Its net charge is 0. Its HOMO energy is -7.71 eV. Its SMILES is CNc1nccc2[nH]cnc12. The HOMO-LUMO gap comes out at 8.432 eV. Its spin multiplicity is 1.


<two>
Computed, not measured: an isolated molecule of C7H8N4, with the ωB97M-V functional and the def2-TZVPD basis.

Last column: Mulliken charge in e.
Atoms and positions in Å:
N 0.99 0.32 1.44  -0.537
C -2.40 1.62 -1.13  -0.495
H 0.77 -0.19 3.43  0.283
H 1.50 -1.45 2.47  0.371
N 1.21 -2.00 -1.34  -0.584
C -1.58 2.42 -0.24  0.059
C 0.79 -0.25 0.32  0.545
H 2.45 -0.22 3.04  0.268
H -1.79 3.27 0.49  0.325
C 0.11 -1.61 -2.08  -0.230
C 1.45 -0.42 2.59  -0.927
C 1.48 -1.37 -0.29  0.025
H 2.43 -1.75 0.22  0.377
H -3.13 1.02 -0.63  0.280
C -0.22 0.13 -0.68  0.080
N -1.01 1.28 -0.58  0.026
H -0.04 -1.99 -3.08  0.351
H -2.43 1.77 -2.23  0.230
N -0.58 -0.58 -1.73  -0.448

Its net charge is 0. Its HOMO energy (spin up / spin down) is -7.14 / -7.37 eV. The HOMO-LUMO gap (spin up / spin down) comes out at 6.192 / 6.975 eV. Its spin multiplicity is 1.


<three>
Computed, not measured: an isolated molecule of C7H8N4, with the ωB97M-V functional and the def2-TZVPD basis.

Last column: Mulliken charge in e.
Atoms and positions in Å:
H -2.06 -0.19 -0.58  0.411
N -1.20 2.97 0.20  -0.396
H -0.74 0.58 1.67  0.615
H 0.78 -1.98 1.22  0.369
H 1.97 -1.87 0.10  0.409
C 1.13 0.09 0.71  -0.889
C -0.11 -1.49 -0.67  0.105
H -0.36 -2.47 -0.86  0.546
N 0.04 3.01 0.44  -0.341
C -0.50 1.55 -1.67  -0.507
C -0.47 1.80 -0.20  0.952
C -1.19 -0.62 -0.02  -1.135
C -0.38 0.55 0.63  -0.010
H -1.82 -1.14 0.73  0.365
N 0.41 -0.71 -1.83  -0.882
H 1.90 0.60 0.03  0.290
C 1.02 -1.44 0.35  -0.944
H 1.58 0.31 1.69  0.422
N -0.01 0.45 -1.94  0.621

Its net charge is 0. Its HOMO energy is -8.65 eV. The HOMO-LUMO gap comes out at 8.338 eV. Its spin multiplicity is 1.


Ordering by calculated energy gives the sequence <one>, <two>, <three>, with the first entry being the most stable.


<one>
Computed, not measured: C3H8N2S as an isolated structure, with the ωB97M-V functional and the def2-TZVPD basis.

Last column: Mulliken charge in e.
Atoms and positions in Å:
H 1.31 -3.02 -0.96  0.164
N -1.71 0.61 -0.91  -0.612
H -0.52 0.19 2.22  0.201
H 1.46 -0.05 2.37  0.302
N 0.90 -1.32 0.33  -0.530
H 0.51 0.24 -1.53  0.194
C 0.41 -0.08 0.45  0.593
C 0.59 0.51 1.76  -0.763
H 0.00 1.74 -0.59  0.353
S 0.72 -1.84 -1.36  -0.213
H -2.02 0.88 -2.00  0.263
H 0.73 1.91 1.48  0.253
C -0.28 0.73 -0.65  -0.518
H -2.10 -0.50 -0.61  0.312

Its net charge is 0. Its HOMO energy is -8.64 eV. The HOMO-LUMO gap comes out at 9.215 eV. Its spin multiplicity is 1.


<two>
Computed, not measured: an isolated molecule of C3H8N2S, with the ωB97M-V functional and the def2-TZVPD basis.

Last column: Mulliken charge in e.
Atoms and positions in Å:
C -0.68 -0.18 0.35  0.660
S 3.25 -0.29 -0.13  -0.170
N 1.66 0.29 -0.05  -0.288
C -0.89 1.22 -0.15  -1.449
H -1.03 -0.22 1.40  0.173
H -2.38 -0.94 -0.49  0.258
H -1.38 -2.09 -0.13  0.246
H -0.63 1.33 -1.18  0.365
N -1.39 -1.16 -0.53  -0.732
H -0.16 1.80 0.37  0.380
H 3.86 0.82 -0.57  0.146
H -1.94 1.51 0.10  0.382
H 0.94 -1.54 0.63  0.385
C 0.79 -0.55 0.38  -0.355

Its net charge is 0. Its HOMO energy is -8.86 eV. Its SMILES is C[C@@H](N)/C=N/S. The HOMO-LUMO gap comes out at 9.782 eV. Its spin multiplicity is 1.


Ordering by calculated energy gives the sequence <two>, <one>, with the first entry being the most stable.


<one>
Computed, not measured: a 4-piece molecular cluster, CH9NO3 overall, with the ωB97M-V functional and the def2-TZVPD basis.

Last column: Mulliken charge in e.
Atoms and positions in Å:
H -0.03 -2.62 -0.81  0.336
H 0.74 -1.31 -0.71  0.395
O -2.08 1.64 1.13  -0.661
H -2.50 0.83 1.47  0.330
C 1.67 1.63 -1.70  -0.303
H 1.52 0.73 0.00  0.238
H -0.97 -2.08 1.20  0.340
H 2.51 2.25 -1.41  0.238
O -1.44 -1.61 1.91  -0.639
H -0.72 -1.13 2.33  0.308
O 0.60 -2.15 -0.25  -0.708
H 1.24 1.75 -2.68  0.243
H -1.55 1.25 0.43  0.321
N 1.03 0.82 -0.93  -0.440

Its net charge is 0. Its HOMO energy is -11.04 eV. Its SMILES is C=N.O.O.O. The HOMO-LUMO gap comes out at 11.707 eV. Its spin multiplicity is 1.


<two>
Computed, not measured: a 4-piece molecular cluster, CH9NO3 overall, with the ωB97M-V functional and the def2-TZVPD basis.

Last column: Mulliken charge in e.
Atoms and positions in Å:
H 2.13 -0.69 -2.54  0.304
O 0.95 1.63 -0.19  -0.629
O -0.91 -1.29 -1.31  -0.704
O 1.54 0.05 -2.37  -0.713
H 0.70 -0.37 -2.12  0.415
H -0.70 0.34 3.36  0.217
H 1.50 1.14 -0.83  0.366
C -1.25 -0.12 2.55  -0.299
H 0.76 2.47 -0.62  0.286
H -0.71 -1.74 -0.48  0.378
N -0.78 -0.52 1.46  -0.396
H -2.31 -0.27 2.74  0.237
H 0.19 -0.21 1.33  0.180
H -1.11 -0.40 -0.96  0.357

Its net charge is 0. Its HOMO energy is -10.43 eV. Its SMILES is C=N.O.O.O. The HOMO-LUMO gap comes out at 11.355 eV. Its spin multiplicity is 1.


Ordering by calculated energy gives the sequence <two>, <one>, with the first entry being the most stable.